The following is a quantum chemistry calculation of a 3-piece molecular cluster, C29H69ClN9O7P3S overall at a distorted geometry, from OMol25.

Each line ends with the Mulliken charge.
CARTESIAN COORDINATES (ANGSTROEM)
1 C -5.933 5.525 5.312  -1.1848
2 C -5.715 4.691 3.957  0.5254
3 C -7.023 4.684 2.988  -0.8947
4 C -6.589 4.178 1.498  -0.3212
5 C -6.535 2.578 1.477  -0.9182
6 C -5.434 1.936 0.509  2.0089
7 C -5.467 0.339 0.401  -1.3861
8 C -5.637 -0.470 1.773  0.5703
9 C -7.186 -0.565 2.293  -1.1320
10 C -4.639 -0.070 2.955  -1.0440
11 O -5.556 2.424 -0.882  -0.3382
12 C -6.918 2.453 -1.315  -0.1866
13 Cl -7.017 2.224 -3.162  -0.2270
14 C -3.978 2.526 0.980  -1.0346
15 O -3.596 3.663 0.150  -0.5409
16 O -2.927 1.554 0.899  0.4300
17 C -1.614 2.101 1.147  0.4061
18 C -0.531 0.892 1.285  -1.0650
19 C -0.626 -0.177 0.095  -0.5966
20 S 0.833 0.134 -1.067  0.0629
21 C 0.160 1.438 -2.198  0.2621
22 N 0.463 2.825 -2.328  -0.2334
23 N -0.420 3.220 -3.311  -0.3849
24 C -1.230 2.115 -3.760  -0.0294
25 O -0.863 0.943 -3.045  -0.2455
26 P -1.427 3.089 2.773  -0.2150
27 N -2.257 2.209 4.100  -0.5627
28 O -2.245 4.594 2.703  -0.4122
29 H -5.426 4.943 6.174  0.3245
30 H -5.399 6.549 5.300  0.2796
31 H -7.027 5.644 5.621  0.2966
32 H -4.811 5.161 3.411  0.0218
33 H -5.440 3.619 4.243  -0.1653
34 H -7.285 5.803 2.853  0.3664
35 H -7.881 4.078 3.430  0.3060
36 H -5.609 4.708 1.271  0.1429
37 H -7.451 4.509 0.804  0.4103
38 H -7.600 2.159 1.316  0.4795
39 H -6.266 2.251 2.555  0.0822
40 H -4.540 -0.107 -0.126  0.0268
41 H -6.352 0.005 -0.268  0.3468
42 H -5.378 -1.570 1.513  0.5908
43 H -7.816 0.021 1.526  0.2442
44 H -7.573 -1.649 2.230  0.3015
45 H -7.288 -0.110 3.332  0.2782
46 H -4.800 -0.851 3.796  0.4714
47 H -4.823 0.946 3.435  0.1753
48 H -3.531 -0.196 2.655  -0.0636
49 H -7.372 3.492 -1.127  0.2040
50 H -7.587 1.644 -0.875  0.2290
51 H -4.169 2.928 2.047  -0.0765
52 H -3.202 3.349 -0.691  0.3759
53 H -1.199 2.773 0.316  0.2946
54 H -0.722 0.333 2.276  0.3945
55 H 0.505 1.401 1.297  0.4399
56 H -0.593 -1.266 0.443  0.4176
57 H -1.551 -0.010 -0.549  0.2664
58 H -2.059 2.114 -4.539  0.3512
59 H -2.615 2.985 4.697  0.2194
60 H -1.497 1.792 4.665  0.3218
61 H -1.756 5.243 2.157  0.3004
62 C 5.821 -1.327 2.265  -0.8446
63 N 4.365 -1.366 2.334  0.2156
64 C 3.925 -0.239 3.161  -1.1137
65 P 3.363 -2.777 2.491  0.8840
66 O 2.214 -2.187 1.654  -0.6498
67 N 3.766 -3.911 1.222  0.1956
68 C 4.954 -3.808 0.384  -1.4458
69 C 2.655 -4.282 0.327  -0.9045
70 N 4.622 -3.500 3.524  -0.1128
71 C 4.892 -4.950 3.429  -0.9378
72 C 4.184 -3.321 4.937  -1.0924
73 H 6.303 -1.619 3.204  0.2991
74 H 6.166 -0.314 2.030  0.3912
75 H 6.230 -1.930 1.462  0.1607
76 H 4.199 -0.379 4.214  0.2973
77 H 2.843 -0.107 3.105  0.2672
78 H 4.375 0.702 2.829  0.3724
79 H 4.938 -2.909 -0.247  0.3901
80 H 5.043 -4.677 -0.272  0.4229
81 H 5.872 -3.823 0.970  0.4310
82 H 2.473 -3.505 -0.432  0.1334
83 H 1.731 -4.451 0.878  0.3293
84 H 2.876 -5.210 -0.208  0.3568
85 H 3.973 -5.540 3.497  0.3541
86 H 5.564 -5.268 4.234  0.3634
87 H 5.419 -5.232 2.519  0.2547
88 H 3.264 -3.881 5.142  0.3845
89 H 3.981 -2.275 5.169  0.2584
90 H 4.956 -3.654 5.637  0.3843
91 C 3.304 -3.187 -6.275  -0.8542
92 N 3.682 -2.975 -4.883  0.1048
93 C 2.538 -3.347 -4.046  -1.1461
94 P 4.612 -1.654 -4.241  1.0241
95 O 5.273 -2.510 -3.146  -0.7637
96 N 6.121 -1.527 -5.118  0.1369
97 C 6.393 -2.215 -6.372  -1.3098
98 C 7.342 -1.649 -4.301  -1.0397
99 N 3.837 -0.585 -5.439  -0.0033
100 C 4.628 0.497 -6.062  -1.0161
101 C 2.748 0.144 -4.732  -1.1714
102 H 2.587 -2.445 -6.643  0.3055
103 H 2.838 -4.170 -6.400  0.3843
104 H 4.151 -3.216 -6.952  0.1912
105 H 1.707 -2.640 -4.158  0.3556
106 H 2.815 -3.382 -2.990  0.2303
107 H 2.158 -4.341 -4.305  0.4027
108 H 6.406 -3.308 -6.249  0.3276
109 H 7.361 -1.911 -6.780  0.4188
110 H 5.681 -1.946 -7.151  0.3809
111 H 7.569 -2.701 -4.072  0.3000
112 H 7.257 -1.101 -3.364  0.3142
113 H 8.209 -1.239 -4.827  0.3331
114 H 5.154 1.098 -5.314  0.3754
115 H 3.977 1.162 -6.641  0.3702
116 H 5.352 0.137 -6.792  0.3010
117 H 3.151 0.799 -3.952  0.4202
118 H 2.051 -0.540 -4.245  0.0824
119 H 2.159 0.750 -5.425  0.5336

Forces on atoms 1 to 6 (eV/Å):
0.684 -0.397 0.761
-0.417 0.247 0.048
1.763 0.944 -0.601
-1.400 -0.052 1.044
0.222 -0.132 0.839
0.594 -0.500 -0.432

- SMILES string = CCCCC[C@@](CC(C)C)(OCCl)[C@H](O)O[C@H](CCSc1nnco1)P(N)O.CN(C)P(=O)(N(C)C)N(C)C.CN(C)P(=O)(N(C)C)N(C)C
- spin multiplicity = 1
- frontier orbital gap (eV) = 7.0
- LUMO (eV) = -0.93
- calculated total energy (eV) = -110148.0884
- largest force on an atom (Eh/bohr) = 0.1779

***

The following is a quantum chemistry calculation of a 8-piece molecular cluster, C29H70O15 overall at a distorted geometry, from OMol25.

Each line ends with the Mulliken charge.
CARTESIAN COORDINATES (ANGSTROEM)
1 O -3.523 -0.528 0.551  -0.5833
2 C -4.454 -0.562 -0.196  0.3253
3 C -5.397 -1.660 -0.545  0.2120
4 C -5.823 -1.272 -1.996  -0.4409
5 C -5.755 0.219 -1.914  -0.4964
6 O -4.772 0.556 -0.940  -0.4090
7 H -4.954 -2.687 -0.422  -0.2702
8 H -6.201 -1.574 0.201  0.3395
9 H -5.115 -1.729 -2.722  0.1533
10 H -6.797 -1.702 -2.229  0.3777
11 H -5.532 0.734 -2.847  0.3402
12 H -6.705 0.666 -1.509  0.2811
13 C -2.449 -3.535 1.087  -0.7157
14 O -2.800 -3.946 -0.267  0.2690
15 C -2.396 -5.236 -0.581  -0.7550
16 C -2.852 -5.625 -1.980  -0.5128
17 O -4.207 -5.424 -2.367  -0.3503
18 C -5.111 -6.025 -1.490  -0.7179
19 H -2.851 -2.541 1.137  -0.0715
20 H -1.355 -3.477 1.164  0.3209
21 H -2.825 -4.311 1.764  0.4290
22 H -2.892 -5.931 0.132  0.4387
23 H -1.323 -5.408 -0.490  0.3823
24 H -2.624 -6.673 -2.225  0.4693
25 H -2.261 -5.020 -2.669  0.0383
26 H -4.998 -7.112 -1.479  0.3239
27 H -6.064 -5.812 -1.896  0.2744
28 H -5.054 -5.691 -0.438  0.2402
29 C -0.200 4.384 1.602  -0.8772
30 O 1.221 4.687 1.662  -0.0439
31 C 1.392 5.781 2.570  -0.6065
32 C 2.732 6.366 2.345  -0.5751
33 O 3.755 5.576 2.904  -0.2261
34 C 5.021 6.136 2.730  -0.8403
35 H -0.645 4.106 2.571  0.3646
36 H -0.458 3.534 0.980  0.1590
37 H -0.772 5.269 1.269  0.3817
38 H 1.398 5.383 3.601  0.2464
39 H 0.632 6.522 2.357  0.4795
40 H 2.748 7.404 2.759  0.4288
41 H 2.894 6.363 1.245  0.2905
42 H 5.366 6.060 1.701  0.3304
43 H 5.769 5.609 3.330  0.2657
44 H 5.080 7.207 3.078  0.3181
45 C 0.432 2.542 -4.111  -0.9228
46 O -0.209 1.441 -3.457  -0.0040
47 C -1.311 0.958 -4.224  -1.1045
48 C -1.736 -0.332 -3.655  0.2476
49 O -0.723 -1.344 -3.949  -0.2672
50 C -1.132 -2.617 -3.529  -1.2168
51 H 0.842 2.238 -5.085  0.3705
52 H 1.222 2.910 -3.447  0.1221
53 H -0.296 3.334 -4.342  0.3739
54 H -0.923 0.871 -5.209  0.4586
55 H -2.078 1.735 -4.256  0.3673
56 H -2.693 -0.618 -4.127  0.3279
57 H -1.901 -0.291 -2.560  -0.0672
58 H -0.258 -3.268 -3.620  0.5107
59 H -1.954 -3.057 -4.129  0.4156
60 H -1.556 -2.553 -2.525  0.4145
61 C 0.064 -2.763 4.501  -0.3822
62 O -1.255 -2.336 4.520  -0.4702
63 C -1.458 -0.992 4.148  0.1033
64 C -0.975 0.102 5.044  -0.8701
65 O 0.315 0.568 4.777  -0.3955
66 C 0.487 1.903 4.326  -0.6425
67 H 0.706 -2.181 5.162  0.2524
68 H 0.433 -2.665 3.450  0.0271
69 H 0.053 -3.830 4.685  0.2958
70 H -2.529 -0.910 3.966  0.3535
71 H -1.024 -0.820 3.132  0.0329
72 H -1.163 -0.248 6.071  0.3244
73 H -1.664 0.914 4.901  0.5026
74 H 1.540 2.250 4.323  0.1899
75 H 0.078 2.566 5.068  0.5917
76 H 0.075 2.070 3.313  0.1253
77 C 3.404 1.969 -0.900  -0.7829
78 O 4.360 1.831 0.168  -0.4669
79 C 4.159 2.716 1.323  -0.5810
80 C 3.194 2.153 2.364  0.1330
81 O 3.729 1.015 3.036  -0.5062
82 C 3.638 -0.271 2.388  -0.3038
83 H 2.420 1.756 -0.597  0.2491
84 H 3.794 1.184 -1.545  0.2560
85 H 3.265 2.986 -1.233  0.5472
86 H 3.840 3.680 0.912  0.1509
87 H 5.173 2.673 1.777  0.3055
88 H 2.238 1.899 1.911  0.1061
89 H 2.998 2.933 3.065  0.3340
90 H 3.534 -0.257 1.285  0.0244
91 H 2.775 -0.724 2.814  0.2110
92 H 4.601 -0.790 2.635  0.2326
93 C 3.825 0.699 -4.373  -0.5718
94 O 3.709 -0.518 -3.589  -0.4208
95 C 2.323 -0.878 -3.368  0.4131
96 C 2.337 -2.099 -2.475  -0.6379
97 O 2.465 -1.657 -1.157  0.1153
98 C 2.876 -2.642 -0.238  -0.8523
99 H 4.667 1.281 -3.957  0.2935
100 H 3.011 1.352 -4.173  0.0878
101 H 4.056 0.429 -5.461  0.2635
102 H 1.829 -1.088 -4.314  0.5028
103 H 1.817 -0.023 -2.852  -0.2591
104 H 3.215 -2.666 -2.735  0.4603
105 H 1.448 -2.717 -2.596  -0.0821
106 H 2.776 -2.205 0.732  0.0628
107 H 3.962 -2.803 -0.443  0.2624
108 H 2.273 -3.524 -0.383  0.4012
109 C -0.016 -0.174 0.104  0.1311
110 O -0.837 0.702 0.838  -0.2874
111 H 0.856 -0.422 0.716  0.1816
112 H -0.486 -1.128 -0.142  -0.0699
113 H 0.272 0.197 -0.865  -0.0721
114 H -1.750 0.475 0.629  0.1163

Forces on atoms 1 to 6 (eV/Å):
0.118 -0.080 0.437
0.347 1.100 -0.850
0.070 -1.186 -0.182
0.338 -1.673 0.711
-1.656 1.398 0.272
0.810 -0.888 0.334

- SMILES string = O=C1CCCO1.COCCOC.COCCOC.COCCOC.COCCOC.COCCOC.COCCOC.CO
- spin multiplicity = 1
- frontier orbital gap (eV) = 9.0
- LUMO (eV) = 0.52
- calculated total energy (eV) = -61911.6647
- largest force on an atom (Eh/bohr) = 0.0463